Entry from the Open Molecules 2025 dataset: a cluster of 10 separate species, C34H68O19S3 in total in a non-equilibrium geometry (the ωB97M-V functional and the def2-TZVPD basis).

Computed properties:
SMILES	O=S1(=O)OCCO1.O=S1(=O)OCCO1.O=S1(=O)OCCO1.C1CCOC1.C1CCOC1.C1CCOC1.C1CCOC1.C1CCOC1.C1CCOC1.C1CCOC1
electronic energy	-107757.2958	eV
M	877.1	g mol⁻¹
Kohn-Sham gap	9.23	eV
lowest unoccupied orbital energy	-0.22	eV
net charge	0

```
124
Properties=species:S:1:pos:R:3:mulliken_charge:R:1
O 4.0482 -1.4169 6.1458 -0.5471
S 4.8327 -0.7601 5.1119 1.0963
O 4.9640 -1.3677 3.7559 -0.5320
O 4.4834 0.7929 5.0377 -0.2167
C 5.1642 1.5280 6.0329 -0.3176
C 6.5926 0.7784 5.8542 -0.4230
O 6.3140 -0.5532 5.7879 -0.2983
H 5.3820 2.5657 5.7804 0.3136
H 4.7231 1.5502 7.0294 0.3003
H 7.0465 0.8890 6.8390 0.2891
H 7.3625 1.1810 5.1960 0.3335
O -2.5601 3.9324 4.0607 -0.4824
S -2.5958 2.8667 5.1062 1.0617
O -3.7026 1.9071 5.1724 -0.5295
O -1.1905 2.0631 5.2827 -0.2490
C -0.3706 2.5853 6.3030 -0.3350
C -1.3931 3.0739 7.3853 -0.3284
O -2.4464 3.5887 6.5822 -0.3429
H 0.3593 1.8693 6.6806 0.3403
H 0.2324 3.4369 5.9879 0.2650
H -1.0702 3.8144 8.1170 0.2953
H -1.8321 2.1567 7.7779 0.3026
O -2.5397 7.7460 -2.6045 -0.5140
S -2.4631 6.7448 -1.5659 1.0977
O -3.6360 5.8897 -1.1658 -0.5373
O -1.1081 5.8831 -1.6785 -0.2815
C -0.5605 5.6512 -0.4260 -0.4121
C -0.7619 6.9977 0.3193 -0.1804
O -1.9714 7.5686 -0.2455 -0.3314
H -1.1290 4.8183 -0.0122 0.2895
H 0.4676 5.2897 -0.4485 0.3349
H 0.0740 7.6671 0.1163 0.2530
H -0.8465 6.8817 1.3998 0.2780
C -1.4461 -0.3689 -0.9126 -0.4955
C -0.4438 -0.9348 0.1431 -0.5363
C 0.4842 0.2777 0.4360 -0.2778
O 0.4946 0.8930 -0.8182 -0.4068
C -0.5879 0.5015 -1.7033 -0.3055
H -2.2866 0.2077 -0.5263 0.2354
H -1.9523 -1.1236 -1.5144 0.2800
H 0.1035 -1.7987 -0.2341 0.2182
H -0.9778 -1.4172 0.9617 0.3656
H 1.4775 0.0768 0.8374 0.2995
H -0.0307 0.9632 1.1091 0.1445
H -0.2715 0.0903 -2.6619 0.2838
H -1.1900 1.3749 -1.9537 0.1977
C 6.6586 2.0079 -5.3455 -0.5624
C 5.7284 0.7973 -5.1202 -0.5108
C 4.9610 1.3201 -3.8610 -0.4631
O 6.0780 1.7936 -3.1054 -0.3814
C 6.9161 2.5907 -3.9823 -0.3929
H 6.1534 2.7342 -5.9822 0.2629
H 7.5799 1.8710 -5.9117 0.3325
H 6.2348 -0.1094 -4.7891 0.2785
H 5.1549 0.6896 -6.0409 0.3107
H 4.4291 0.4662 -3.4415 0.3365
H 4.1332 1.9804 -4.1196 0.2612
H 7.9446 2.6196 -3.6222 0.3022
H 6.5459 3.6158 -3.9661 0.2269
C -5.7555 -4.7646 -4.3145 -0.4663
C -5.4304 -4.8677 -2.8114 -0.4542
C -4.3071 -5.9372 -2.7470 -0.3492
O -4.8209 -6.9117 -3.6464 -0.4166
C -5.4630 -6.1903 -4.7774 -0.4804
H -5.0208 -4.1631 -4.8498 0.2473
H -6.7548 -4.3804 -4.5187 0.3174
H -6.2932 -5.1656 -2.2156 0.2780
H -5.0656 -3.8892 -2.4992 0.2710
H -4.2843 -6.4576 -1.7896 0.2418
H -3.2800 -5.6187 -2.9251 0.2479
H -6.2435 -6.7293 -5.3145 0.3194
H -4.7044 -6.1635 -5.5597 0.2437
C -3.1511 -5.4133 5.6474 -0.5772
C -1.9412 -4.5909 5.4109 -0.4814
C -1.1206 -5.4761 4.4760 -0.4520
O -2.1279 -5.9911 3.6178 -0.3720
C -3.2818 -6.1595 4.3925 -0.3960
H -4.0220 -4.8067 5.8956 0.2790
H -2.9790 -6.0355 6.5257 0.2683
H -1.4122 -4.2389 6.2966 0.3501
H -2.2122 -3.7921 4.7205 0.2216
H -0.7412 -6.3112 5.0648 0.2852
H -0.3563 -4.9363 3.9168 0.3168
H -3.3946 -7.2061 4.6752 0.2468
H -4.0707 -5.7701 3.7490 0.3108
C 5.0703 5.5310 0.8986 -0.6738
C 4.3516 6.0439 2.1579 -0.4418
C 5.6358 6.1814 3.0274 -0.4031
O 6.4321 4.9989 2.6508 -0.4298
C 6.0632 4.5093 1.3425 -0.2863
H 5.5955 6.3313 0.3772 0.2620
H 4.4661 5.0719 0.1162 0.3891
H 3.6287 5.3009 2.4949 0.2176
H 3.7620 6.9598 2.1181 0.3265
H 5.5335 6.1452 4.1120 0.2808
H 6.1316 7.1328 2.8348 0.2513
H 5.5958 3.5291 1.4367 0.2648
H 6.8843 4.5008 0.6257 0.2454
C 1.9937 -6.3772 -2.6270 -0.4496
C 1.6224 -7.7159 -3.2080 -0.4886
C 1.3615 -8.5166 -1.9931 -0.4162
O 2.2705 -7.9980 -0.9852 -0.4131
C 2.5191 -6.6560 -1.2058 -0.4049
H 1.0356 -5.8631 -2.5506 0.1533
H 2.7462 -5.8882 -3.2457 0.3457
H 2.4505 -7.9818 -3.8649 0.2540
H 0.7716 -7.6364 -3.8848 0.3076
H 1.5431 -9.5766 -2.1711 0.3055
H 0.3169 -8.3967 -1.7061 0.2602
H 3.5893 -6.4491 -1.2053 0.2955
H 1.8476 -6.1770 -0.4932 0.2511
C -6.7876 1.9772 -5.1835 -0.3854
C -8.0728 2.4249 -4.5934 -0.4491
C -8.4475 3.7124 -5.2962 -0.4471
O -7.8544 3.5237 -6.5908 -0.3997
C -6.6164 2.9496 -6.3966 -0.4895
H -6.7928 0.9333 -5.4971 0.1888
H -5.9192 1.9863 -4.5249 0.2953
H -7.8911 2.5086 -3.5219 0.2662
H -8.8772 1.7062 -4.7499 0.2644
H -8.0313 4.5729 -4.7724 0.2453
H -9.5144 3.9218 -5.3736 0.3209
H -5.7425 3.5960 -6.3149 0.2690
H -6.1980 2.4114 -7.2471 0.3222
```